Below is a molecular structure, C36H39BrFN2O3PS, with properties calculated with ωB97M-V/def2-TZVPD.

The geometry in XYZ format:
```
84
C36H39BrFN2O3PS ωB97M-V/def2-TZVPD
C 2.06718 -2.49328 -0.51353
C 1.13587 -2.57647 -1.69618
O 0.15333 -1.52067 -1.57870
P 0.05184 -0.50369 -2.79500
O 1.34658 -0.17701 -3.41403
C -1.07109 -1.13735 -4.05679
C -2.59667 -1.18554 -3.74519
C -2.92685 -1.01796 -2.30049
C -3.42510 0.16076 -1.82447
C -3.64089 0.36910 -0.45216
F -4.06916 1.57363 -0.06777
C -3.38045 -0.59399 0.47910
Br -3.57951 -0.25266 2.30910
C -2.91127 -1.84337 0.01236
N -2.59051 -2.90277 0.76499
S -2.06777 -4.02237 -0.23855
N -2.20982 -3.27398 -1.64346
C -2.68997 -2.05759 -1.36265
O -0.64418 0.77647 -2.14387
C 0.00881 1.27557 -0.95754
C -0.02833 2.80346 -0.95453
H 2.96205 -1.91389 -0.71349
H 1.56492 -2.01624 0.32044
H 2.35364 -3.48581 -0.18038
H 0.59058 -3.51533 -1.65553
H 1.66016 -2.54919 -2.64273
H -0.72035 -2.14358 -4.26693
H -0.87039 -0.54160 -4.93452
H -3.07185 -0.38967 -4.30294
H -2.98866 -2.12344 -4.11896
H -3.61043 0.97324 -2.50583
H -0.47216 0.86935 -0.07441
H 1.04532 0.95486 -0.93693
H -0.47921 3.15433 -0.03332
H -0.58159 3.14067 -1.82121
H 0.97919 3.19439 -0.99396
C 4.79421 0.33851 3.51750
C 5.82328 0.58526 2.61940
C 5.54974 0.70360 1.26363
C 4.24543 0.58146 0.80594
C 3.21695 0.33709 1.70502
C 3.48988 0.21258 3.06019
H 5.00839 0.24401 4.57414
H 6.83999 0.68556 2.97654
H 6.35312 0.89166 0.56337
H 4.03050 0.67727 -0.25141
H 2.19890 0.24300 1.34635
H 2.68678 0.01800 3.76024
C 0.24651 3.98953 4.15125
C 1.62907 3.90967 4.05190
C 2.21764 2.84333 3.38637
C 1.42178 1.86070 2.81547
C 0.03960 1.94135 2.91256
C -0.54899 3.00425 3.58268
H -0.21134 4.82060 4.67197
H 2.24836 4.67976 4.49328
H 3.29571 2.77737 3.31097
H 1.88135 1.03201 2.29277
H -0.58015 1.17538 2.46454
H -1.62706 3.06466 3.66062
C 2.68468 -7.11478 1.76515
C 2.49701 -5.82198 1.29626
C 1.23739 -5.24177 1.34772
C 0.16835 -5.95169 1.87512
C 0.35558 -7.24272 2.34744
C 1.61380 -7.82568 2.28897
H 3.66650 -7.56810 1.72352
H 3.33391 -5.26607 0.89269
H 1.08876 -4.23406 0.97923
H -0.81162 -5.49599 1.92412
H -0.47863 -7.79447 2.76090
H 1.76032 -8.83417 2.65325
C -3.92685 6.50591 -2.33501
C -3.95962 6.33785 -3.71232
C -3.91815 5.06242 -4.25683
C -3.85046 3.95541 -3.42253
C -3.82046 4.12126 -2.04432
C -3.85535 5.39839 -1.50178
H -3.95640 7.50121 -1.91079
H -4.01683 7.20166 -4.36183
H -3.93812 4.93140 -5.33110
H -3.82073 2.96074 -3.85064
H -3.76924 3.26044 -1.39466
H -3.82677 5.52976 -0.42777
```

Summary:
E_LUMO (eV): -0.914
HOMO energy (Ha): -0.32851

Charges computed using Mulliken, reported in e:
1 C -0.99
2 C -0.39
3 O 0.09
4 P 0.48
5 O -0.88
6 C -0.65
7 C -1.37
8 C 0.21
9 C -0.49
10 C 0.55
11 F -0.37
12 C -0.44
13 Br -0.09
14 C 0.96
15 N -0.68
16 S 0.13
17 N -0.55
18 C 0.87
19 O -0.29
20 C 0.33
21 C -1.50
22 H 0.43
23 H 0.33
24 H -0.03
25 H 0.35
26 H 0.49
27 H 0.40
28 H 0.50
29 H 0.39
30 H 0.34
31 H 0.38
32 H 0.15
33 H 0.31
34 H 0.28
35 H 0.42
36 H 0.34
37 C -0.30
38 C -0.49
39 C -0.66
40 C -0.48
41 C 0.46
42 C -1.27
43 H 0.39
44 H 0.40
45 H 0.39
46 H 0.47
47 H 0.49
48 H 0.48
49 C -0.49
50 C -0.54
51 C -0.20
52 C 1.15
53 C -0.65
54 C -0.38
55 H 0.38
56 H 0.37
57 H 0.32
58 H -0.62
59 H 0.37
60 H 0.41
61 C -0.48
62 C -0.39
63 C 0.25
64 C -0.60
65 C -0.49
66 C -0.39
67 H 0.35
68 H 0.34
69 H 0.27
70 H 0.37
71 H 0.37
72 H 0.36
73 C -0.43
74 C -0.37
75 C -0.55
76 C -0.34
77 C 0.12
78 C -0.56
79 H 0.36
80 H 0.36
81 H 0.36
82 H 0.33
83 H 0.34
84 H 0.40

---

Below is 6 unconnected molecules or ions with the total composition C22H28F15NO10, with properties calculated with ωB97M-V/def2-TZVPD.

The geometry in XYZ format:
```
76
C22H28F15NO10 ωB97M-V/def2-TZVPD
C 0.25494 1.80403 -3.28791
C 0.61195 2.33822 -1.99931
N 0.85735 2.77851 -0.96264
H 0.30018 0.69156 -3.22853
H 1.02879 2.08785 -3.97966
H -0.74813 2.16908 -3.51302
C -0.89108 1.57254 2.04401
C -0.00591 1.13840 3.27591
O -0.66091 0.78509 4.49639
C -1.39606 -0.38362 4.46463
O -1.70677 -1.03869 3.51419
C -1.94751 -0.65258 5.86931
F -2.75036 -1.75670 5.83801
F -0.96373 -0.86090 6.76122
F -2.67465 0.39204 6.29267
H -1.44435 2.53124 2.13781
H -1.51583 0.72994 1.68587
H -0.14675 1.77294 1.29054
H 0.71569 1.93893 3.39166
H 0.61029 0.27581 2.95007
C 4.58640 -3.45541 -4.58158
C 3.86603 -2.25253 -4.08584
O 3.36348 -2.59315 -2.75250
C 2.74341 -1.68457 -2.05170
O 2.61643 -0.52393 -2.31955
C 2.24643 -2.31987 -0.76992
F 1.77628 -3.53627 -1.06028
F 3.28165 -2.45476 0.09780
F 1.35199 -1.53565 -0.18558
H 5.48422 -3.63075 -3.97950
H 4.91360 -3.24586 -5.58779
H 3.98714 -4.38584 -4.54215
H 2.95544 -2.01760 -4.69839
H 4.50073 -1.37130 -4.05695
C 3.98618 1.81894 0.06652
C 5.09175 1.83111 -0.93987
O 5.92373 0.61146 -0.54174
C 6.41671 -0.13380 -1.55291
O 6.07544 -0.01178 -2.71927
C 7.40763 -1.22609 -1.09794
F 8.63599 -0.71425 -1.03402
F 7.13427 -1.70144 0.08070
F 7.45193 -2.25423 -1.96638
H 3.45350 0.90103 0.03771
H 3.24709 2.48068 -0.29734
H 4.28314 2.04193 1.08989
H 5.78909 2.71573 -0.87905
H 4.67983 1.69922 -1.94886
C -4.49703 -1.42570 1.26887
C -3.20463 -2.15104 0.80215
O -2.62640 -1.54585 -0.41890
C -3.12169 -1.93203 -1.61417
O -4.08776 -2.56910 -1.84847
C -2.18761 -1.41375 -2.77784
F -0.91898 -1.20906 -2.35591
F -2.28900 -2.35605 -3.77300
F -2.65150 -0.30446 -3.29687
H -4.02088 -0.45102 1.39057
H -4.78260 -1.86891 2.22989
H -5.29067 -1.37121 0.56298
H -3.42139 -3.21721 0.56027
H -2.46465 -2.09101 1.56914
C -6.00676 1.69599 3.62166
C -5.10882 2.59904 2.86402
O -4.89398 2.06616 1.47944
C -4.24814 2.88524 0.65910
O -3.73660 3.90178 0.94730
C -4.21929 2.34711 -0.75498
F -3.20035 1.45235 -0.77138
F -5.35460 1.70638 -1.10985
F -3.95425 3.24832 -1.70301
H -6.16067 2.08311 4.64558
H -5.61288 0.69263 3.78651
H -7.03089 1.55746 3.27155
H -4.16952 2.73392 3.29545
H -5.51515 3.57221 2.70514
```

Summary:
SMILES string: CCOC(=O)C(F)(F)F.CCOC(=O)C(F)(F)F.CCOC(=O)C(F)(F)F.CCOC(=O)C(F)(F)F.CCOC(=O)C(F)(F)F.CC#N
E_LUMO (eV): 0.559
Energy above the lowest of the compared OMol25 structures with the same formula, charge and spin (kJ/mol): 0.0
HOMO energy (Ha): -0.41330

Charges computed using Mulliken, reported in e:
1 C -0.57
2 C 0.53
3 N -0.60
4 H -0.08
5 H 0.39
6 H 0.35
7 C -0.17
8 C -0.56
9 O -0.30
10 C 0.25
11 O -0.44
12 C 0.86
13 F -0.24
14 F -0.25
15 F -0.25
16 H 0.26
17 H -0.02
18 H 0.09
19 H 0.45
20 H 0.28
21 C -1.28
22 C 0.03
23 O -0.27
24 C 0.35
25 O -0.52
26 C 0.86
27 F -0.25
28 F -0.26
29 F -0.16
30 H 0.26
31 H 0.41
32 H 0.33
33 H 0.28
34 H 0.22
35 C -0.96
36 C -0.21
37 O -0.33
38 C 0.50
39 O -0.57
40 C 0.84
41 F -0.27
42 F -0.24
43 F -0.24
44 H 0.13
45 H 0.38
46 H 0.36
47 H 0.31
48 H 0.27
49 C -0.65
50 C -0.57
51 O -0.10
52 C 0.17
53 O -0.52
54 C 0.88
55 F -0.16
56 F -0.28
57 F -0.25
58 H -0.15
59 H 0.43
60 H 0.41
61 H 0.44
62 H 0.42
63 C -1.15
64 C -0.22
65 O -0.26
66 C 0.35
67 O -0.53
68 C 0.85
69 F -0.21
70 F -0.25
71 F -0.25
72 H 0.39
73 H 0.23
74 H 0.33
75 H 0.29
76 H 0.40

---

Below is a molecular structure, C6H12, with properties calculated with ωB97M-V/def2-TZVPD.

The geometry in XYZ format:
```
18
C6H12 ωB97M-V/def2-TZVPD
C 1.55601 0.85428 -0.51229
C 1.34797 0.87550 0.89010
C -0.07872 -0.19091 1.45796
C -1.19095 -0.18893 0.60480
C -1.47280 -1.20204 -0.45142
C -0.72096 -0.36685 -1.44530
H 0.32432 0.27407 -0.97158
H 2.30268 0.17247 -0.91794
H 1.45524 1.78479 -1.06882
H 2.09289 0.38070 1.51118
H 1.05794 1.83756 1.31139
H -0.23217 0.32266 2.40524
H 0.39549 -1.16557 1.59087
H -1.84848 0.68072 0.61405
H -0.98778 -2.15984 -0.24059
H -2.53245 -1.37170 -0.66349
H -1.34443 0.38053 -1.93669
H -0.12380 -0.91745 -2.17746
```

Summary:
E_LUMO (eV): 0.655
Energy above the lowest of the compared OMol25 structures with the same formula, charge and spin (kJ/mol): 474.4
HOMO energy (Ha): -0.25850

Charges computed using natural (NBO), reported in e:
1 C -0.60
2 C -0.38
3 C -0.48
4 C -0.10
5 C -0.46
6 C -0.55
7 H 0.25
8 H 0.21
9 H 0.21
10 H 0.21
11 H 0.20
12 H 0.23
13 H 0.20
14 H 0.20
15 H 0.21
16 H 0.20
17 H 0.21
18 H 0.22

---

Below is a molecular structure, C30H53BrN4P2Pd, with properties calculated with ωB97M-V/def2-TZVPD.

The geometry in XYZ format:
```
91
C30H53BrN4P2Pd ωB97M-V/def2-TZVPD
N -5.68208 3.05289 -4.16162
C -5.55502 3.22993 -2.84235
C -4.85107 2.31676 -2.03481
C -4.06655 1.32577 -2.67745
C -4.39736 1.01662 -4.00255
C -5.17423 1.95538 -4.72014
C -2.72911 0.93373 -2.09674
Pd -1.44744 -0.57244 -2.22292
P 2.97708 -0.72644 -0.36931
C -1.52438 1.26347 -2.84554
C -0.39978 1.98871 -2.19907
C 0.92276 1.79091 -2.64459
C 1.97741 2.24719 -1.87835
C 1.78994 2.94414 -0.65930
C 0.44812 3.24260 -0.30405
C -0.61682 2.81428 -1.06808
Br 2.12948 1.01210 0.94154
H -2.68222 1.13803 -1.02559
H -1.63848 1.33676 -3.94055
H -4.87229 2.45197 -0.94900
H -4.01532 0.12116 -4.49165
H -5.99045 4.14708 -2.42007
H -5.35204 1.81095 -5.79089
H 1.08948 1.20868 -3.57147
H -1.64597 3.02492 -0.75985
H 2.99849 1.98998 -2.17581
H 0.25008 3.73500 0.65430
P -1.42463 -2.35839 -0.93127
C 4.62490 -0.04050 -0.36600
C 5.15660 0.98061 -1.31256
H 5.22620 -0.16755 0.53735
H 2.63520 3.40543 -0.14715
H 4.62221 1.92934 -1.14848
H 6.21751 1.14372 -1.07580
H 5.15007 0.74485 -2.39326
C 2.66469 -1.29125 -2.03844
C 3.92256 -1.92221 -2.65591
H 2.32059 -0.42065 -2.61265
H 1.83122 -2.01692 -2.00795
H 3.78934 -1.97245 -3.74219
H 4.81730 -1.32774 -2.44342
H 4.10320 -2.93705 -2.27618
C 2.80999 -2.10651 0.81952
C 4.06230 -2.34536 1.67175
H 2.55250 -2.98962 0.21855
H 1.94561 -1.89638 1.46609
H 3.99912 -3.35763 2.09526
H 4.97181 -2.27243 1.06626
H 4.11711 -1.63824 2.51090
C -0.87921 -2.87441 0.74398
C -1.34952 -4.32181 0.95914
H -1.30623 -2.18380 1.49375
H 0.22073 -2.78728 0.81120
H -2.44233 -4.39862 0.86104
H -0.87926 -4.99914 0.22910
H -1.08248 -4.68056 1.96189
C -0.71617 -3.53631 -2.13960
C -0.52383 -2.88567 -3.52506
H -1.35297 -4.44035 -2.19437
H 0.25917 -3.85331 -1.72276
H -1.45431 -2.88870 -4.10009
H -0.16449 -1.83149 -3.43916
H 0.25034 -3.41540 -4.08782
C -3.25990 -2.57523 -0.93224
C -4.02203 -2.14002 0.33052
H -3.55209 -3.58283 -1.27619
H -3.55979 -1.87913 -1.73234
H -5.09401 -2.05444 0.09980
H -3.94108 -2.80817 1.20235
H -3.69499 -1.13756 0.63262
C 2.26203 3.07688 3.76086
N 1.16863 2.41753 4.46137
C 0.96716 2.92513 5.81515
C 0.01806 2.03529 3.72853
N -0.49471 2.65826 2.70687
N -0.57612 0.88760 4.14037
C -0.09904 0.11345 5.26154
C -1.58982 0.33819 3.27470
H 2.77981 3.75685 4.44514
H 1.89149 3.63806 2.89422
H 2.97412 2.32436 3.39897
H 0.06373 2.50464 6.26533
H 1.83385 2.64614 6.43925
H 0.89102 4.02872 5.81251
H -0.14312 3.61460 2.62106
H -0.44189 -0.91730 5.15126
H 0.99649 0.13282 5.31579
H -0.49788 0.50117 6.20801
H -1.89027 1.16256 2.61265
H -1.19558 -0.48735 2.65880
H -2.43114 -0.02653 3.87335
```

Summary:
E_LUMO (spin up / spin down) (eV): -11.694 / -14.143
<S²>: 6.087
Energy above the lowest of the compared OMol25 structures with the same formula, charge and spin (kJ/mol): 0.0
HOMO energy (spin up / spin down) (Ha): -0.69707 / -0.67959
Multiplicity: 5
Net charge: +4

Charges computed using Mulliken, reported in e:
1 N -0.38
2 C -0.48
3 C -0.32
4 C 0.41
5 C -0.28
6 C -0.44
7 C -0.54
8 Pd -0.14
9 P 1.00
10 C -0.67
11 C -0.02
12 C -0.59
13 C -0.56
14 C -1.23
15 C -0.17
16 C -0.72
17 Br 0.26
18 H 0.78
19 H 0.70
20 H 0.46
21 H 0.48
22 H 0.39
23 H 0.39
24 H 0.74
25 H 0.59
26 H 0.82
27 H 0.71
28 P 1.25
29 C -0.60
30 C -1.39
31 H 0.46
32 H 0.65
33 H 0.30
34 H 0.45
35 H 0.37
36 C 0.79
37 C -1.35
38 H -0.05
39 H -0.36
40 H 0.43
41 H 0.33
42 H 0.38
43 C -0.35
44 C -1.52
45 H 0.42
46 H 0.42
47 H 0.42
48 H 0.36
49 H 0.35
50 C 0.60
51 C -1.25
52 H -0.03
53 H -0.21
54 H 0.30
55 H 0.34
56 H 0.43
57 C -0.96
58 C -1.24
59 H 0.62
60 H 0.36
61 H 0.39
62 H 0.23
63 H 0.38
64 C -0.78
65 C -1.23
66 H 0.54
67 H 0.56
68 H 0.43
69 H 0.32
70 H 0.21
71 C -0.88
72 N 0.12
73 C -1.10
74 C 0.21
75 N -0.46
76 N 0.31
77 C -0.93
78 C -1.34
79 H 0.43
80 H 0.29
81 H 0.20
82 H 0.36
83 H 0.39
84 H 0.41
85 H 0.46
86 H 0.40
87 H 0.40
88 H 0.34
89 H 0.39
90 H 0.54
91 H 0.46

---

Taking the records one at a time from the top gives electronic energy values of -5143.8736, -3160.2967, -235.6375, -4776.7916 hartree.